{
  "formula": "C98H214N10O18",
  "method": "ωB97M-V/def2-TZVPD",
  "elements": ["C", "C", "C", "C", "C", "C", "N", "O", "C", "C", "C", "H", "H", "H", "H", "H", "H", "H", "H", "H", "H", "H", "H", "H", "H", "H", "H", "H", "H", "H", "C", "C", "C", "C", "C", "C", "N", "O", "C", "C", "C", "H", "H", "H", "H", "H", "H", "H", "H", "H", "H", "H", "H", "H", "H", "H", "H", "H", "H", "H", "C", "C", "C", "C", "C", "C", "N", "O", "C", "C", "C", "H", "H", "H", "H", "H", "H", "H", "H", "H", "H", "H", "H", "H", "H", "H", "H", "H", "H", "H", "C", "C", "C", "C", "C", "C", "N", "O", "C", "C", "C", "H", "H", "H", "H", "H", "H", "H", "H", "H", "H", "H", "H", "H", "H", "H", "H", "H", "H", "H", "C", "C", "C", "C", "C", "C", "N", "O", "C", "C", "C", "H", "H", "H", "H", "H", "H", "H", "H", "H", "H", "H", "H", "H", "H", "H", "H", "H", "H", "H", "C", "C", "C", "C", "C", "C", "N", "O", "C", "C", "C", "H", "H", "H", "H", "H", "H", "H", "H", "H", "H", "H", "H", "H", "H", "H", "H", "H", "H", "H", "C", "C", "C", "C", "C", "C", "N", "O", "C", "C", "C", "H", "H", "H", "H", "H", "H", "H", "H", "H", "H", "H", "H", "H", "H", "H", "H", "H", "H", "H", "C", "C", "C", "C", "C", "C", "N", "O", "C", "C", "C", "H", "H", "H", "H", "H", "H", "H", "H", "H", "H", "H", "H", "H", "H", "H", "H", "H", "H", "H", "C", "C", "C", "C", "C", "C", "N", "O", "C", "C", "C", "H", "H", "H", "H", "H", "H", "H", "H", "H", "H", "H", "H", "H", "H", "H", "H", "H", "H", "H", "C", "C", "C", "C", "C", "C", "N", "O", "C", "C", "C", "H", "H", "H", "H", "H", "H", "H", "H", "H", "H", "H", "H", "H", "H", "H", "H", "H", "H", "H", "C", "C", "O", "O", "H", "H", "H", "H", "H", "H", "C", "C", "O", "O", "H", "H", "H", "H", "H", "H", "C", "C", "O", "O", "H", "H", "H", "H", "H", "H", "C", "C", "O", "O", "H", "H", "H", "H", "H", "H"],
  "coordinates": [[21.235, 11.564, -10.747], [19.909, 10.989, -11.253], [20.214, 10.591, -12.774], [19.200, 9.631, -13.343], [19.311, 8.341, -12.504], [18.926, 8.588, -10.999], [19.770, 9.732, -10.511], [19.544, 9.993, -9.135], [17.351, 8.708, -10.857], [19.347, 7.229, -10.263], [18.809, 12.078, -11.186], [22.110, 10.970, -11.014], [21.290, 11.563, -9.659], [21.402, 12.613, -10.990], [19.984, 11.413, -13.452], [21.233, 10.252, -12.957], [19.388, 9.460, -14.403], [18.220, 10.062, -13.136], [20.196, 7.726, -12.667], [18.571, 7.625, -12.861], [17.205, 9.685, -11.318], [16.641, 7.974, -11.236], [17.054, 8.856, -9.819], [20.420, 7.047, -10.316], [19.235, 7.461, -9.204], [18.989, 6.294, -10.695], [19.127, 12.914, -11.810], [18.507, 12.328, -10.169], [17.916, 11.807, -11.749], [20.342, 9.614, -8.759], [19.710, 6.645, -17.412], [18.427, 5.764, -17.838], [18.220, 4.686, -16.794], [17.661, 5.170, -15.409], [16.386, 5.955, -15.726], [16.520, 7.181, -16.695], [17.267, 6.641, -17.902], [17.377, 7.644, -18.945], [15.066, 7.549, -16.958], [17.218, 8.370, -15.939], [18.751, 5.080, -19.223], [20.671, 6.131, -17.390], [19.714, 7.013, -16.387], [19.858, 7.496, -18.077], [17.506, 3.957, -17.176], [19.129, 4.160, -16.501], [18.409, 5.716, -14.833], [17.380, 4.432, -14.658], [15.966, 6.400, -14.823], [15.636, 5.235, -16.055], [14.724, 6.720, -17.577], [14.369, 7.471, -16.124], [15.140, 8.478, -17.523], [18.103, 8.001, -15.420], [17.689, 9.117, -16.576], [16.505, 8.769, -15.217], [19.684, 4.560, -19.437], [18.937, 5.779, -20.039], [18.087, 4.272, -19.529], [16.659, 7.384, -19.527], [14.100, 13.746, -15.743], [15.170, 14.396, -14.935], [15.205, 15.921, -15.379], [15.768, 16.933, -14.317], [15.024, 16.683, -12.982], [15.138, 15.251, -12.426], [14.719, 14.262, -13.520], [14.598, 12.937, -13.013], [16.583, 15.002, -11.985], [14.164, 15.171, -11.263], [16.550, 13.750, -15.305], [14.230, 12.664, -15.731], [14.097, 14.050, -16.790], [13.115, 14.081, -15.418], [16.001, 15.958, -16.124], [14.279, 16.369, -15.739], [15.638, 17.959, -14.661], [16.844, 16.800, -14.200], [13.949, 16.843, -13.068], [15.474, 17.317, -12.218], [16.726, 14.246, -11.213], [17.187, 14.597, -12.797], [16.962, 15.954, -11.613], [14.515, 15.743, -10.404], [13.148, 15.488, -11.497], [14.141, 14.165, -10.844], [16.728, 12.705, -15.051], [17.338, 14.417, -14.954], [16.673, 13.774, -16.388], [15.482, 12.670, -12.750], [18.575, 17.824, -4.228], [19.501, 17.369, -5.423], [20.993, 17.487, -4.923], [21.431, 16.375, -3.988], [21.196, 14.968, -4.570], [19.688, 14.778, -5.062], [19.142, 15.897, -5.891], [17.954, 15.692, -6.643], [19.557, 13.505, -5.977], [18.874, 14.469, -3.759], [19.339, 18.321, -6.674], [18.677, 17.453, -3.209], [17.576, 17.623, -4.616], [18.746, 18.870, -3.972], [21.623, 17.433, -5.811], [21.167, 18.484, -4.519], [20.898, 16.559, -3.055], [22.433, 16.527, -3.585], [21.661, 14.153, -4.015], [21.890, 15.012, -5.410], [18.562, 13.419, -6.414], [20.212, 13.749, -6.814], [19.773, 12.538, -5.522], [18.789, 13.385, -3.673], [19.280, 14.669, -2.767], [17.897, 14.860, -4.040], [19.656, 19.361, -6.593], [18.321, 18.640, -6.898], [19.891, 17.816, -7.467], [18.301, 15.689, -7.538], [19.627, 15.696, -9.989], [20.800, 16.327, -10.700], [22.034, 15.724, -10.120], [23.302, 15.892, -10.983], [23.236, 15.505, -12.428], [21.953, 16.138, -13.088], [20.739, 16.129, -12.166], [19.664, 16.808, -12.665], [22.226, 17.542, -13.624], [21.692, 15.238, -14.339], [20.973, 17.895, -10.460], [19.358, 16.194, -9.058], [19.818, 14.693, -9.608], [18.673, 15.703, -10.517], [22.249, 16.011, -9.090], [21.834, 14.669, -10.311], [24.063, 15.242, -10.551], [23.604, 16.939, -10.997], [23.178, 14.419, -12.507], [24.166, 15.760, -12.936], [21.305, 17.826, -14.133], [22.356, 18.392, -12.954], [23.097, 17.532, -14.279], [21.389, 14.240, -14.022], [20.803, 15.604, -14.852], [22.502, 15.108, -15.057], [21.682, 18.409, -11.109], [21.203, 18.147, -9.425], [20.025, 18.394, -10.661], [19.125, 16.042, -12.874], [25.876, 12.432, -13.970], [25.957, 11.419, -15.096], [26.436, 10.040, -14.544], [26.109, 8.850, -15.472], [24.624, 8.861, -15.906], [24.140, 10.244, -16.525], [24.531, 11.276, -15.544], [23.962, 12.538, -15.887], [24.819, 10.376, -17.886], [22.570, 10.076, -16.578], [26.934, 11.952, -16.246], [26.789, 12.576, -13.392], [25.063, 12.094, -13.327], [25.743, 13.431, -14.384], [27.441, 10.067, -14.122], [25.834, 9.917, -13.644], [26.373, 7.868, -15.081], [26.656, 8.977, -16.407], [24.031, 8.591, -15.033], [24.616, 8.089, -16.675], [25.885, 10.150, -17.887], [24.278, 9.990, -18.750], [24.845, 11.447, -18.089], [22.099, 9.887, -15.614], [22.023, 10.880, -17.072], [22.283, 9.134, -17.045], [26.641, 12.649, -17.030], [27.385, 11.108, -16.768], [27.748, 12.291, -15.606], [23.220, 12.649, -15.288], [14.839, 5.883, -12.024], [13.644, 6.226, -11.097], [12.294, 6.397, -11.953], [12.001, 4.961, -12.363], [11.520, 4.163, -11.155], [12.655, 3.944, -10.132], [13.462, 5.191, -10.049], [14.661, 4.977, -9.382], [11.977, 3.699, -8.717], [13.481, 2.693, -10.596], [13.666, 7.609, -10.439], [15.806, 5.956, -11.527], [14.842, 6.556, -12.881], [14.797, 4.830, -12.303], [11.577, 6.990, -11.385], [12.590, 6.709, -12.955], [12.877, 4.476, -12.793], [11.196, 4.995, -13.097], [11.031, 3.253, -11.504], [10.864, 4.857, -10.628], [12.583, 3.072, -8.063], [11.636, 4.637, -8.279], [11.159, 2.990, -8.838], [12.989, 1.763, -10.308], [13.674, 2.818, -11.661], [14.399, 2.558, -10.025], [13.496, 8.280, -11.282], [14.627, 7.841, -9.979], [13.057, 7.780, -9.552], [14.516, 5.397, -8.531], [24.924, 11.496, -9.776], [25.834, 11.984, -8.645], [25.914, 13.543, -8.678], [24.844, 14.383, -8.047], [24.449, 13.847, -6.591], [24.290, 12.280, -6.537], [25.367, 11.567, -7.273], [25.307, 10.192, -6.973], [24.405, 12.048, -5.041], [22.889, 11.857, -7.138], [27.284, 11.460, -8.706], [24.701, 10.439, -9.631], [25.481, 11.760, -10.675], [23.969, 11.987, -9.967], [26.711, 13.895, -8.024], [25.835, 13.912, -9.701], [23.946, 14.190, -8.635], [25.005, 15.459, -8.110], [23.517, 14.400, -6.475], [25.132, 14.104, -5.781], [23.847, 11.126, -4.878], [25.398, 11.906, -4.616], [23.679, 12.637, -4.479], [22.828, 10.778, -7.280], [22.151, 12.129, -6.383], [22.744, 12.482, -8.019], [27.895, 11.803, -9.541], [27.314, 10.409, -8.991], [27.808, 11.460, -7.750], [26.040, 10.178, -6.354], [25.643, 4.448, -8.442], [25.782, 5.590, -9.556], [26.943, 5.239, -10.531], [26.674, 5.966, -11.915], [25.324, 5.651, -12.467], [24.140, 6.077, -11.526], [24.463, 5.626, -10.157], [23.398, 5.757, -9.255], [23.938, 7.610, -11.608], [22.999, 5.217, -12.090], [25.957, 7.093, -9.089], [25.704, 3.438, -8.847], [24.849, 4.497, -7.697], [26.436, 4.455, -7.694], [27.774, 5.717, -10.012], [26.949, 4.157, -10.668], [27.239, 5.626, -12.783], [26.765, 7.050, -11.855], [25.147, 4.581, -12.576], [25.213, 6.170, -13.419], [23.055, 7.775, -12.225], [23.591, 8.050, -10.673], [24.720, 8.212, -12.070], [22.050, 5.371, -11.576], [22.901, 5.330, -13.170], [23.138, 4.156, -11.882], [25.180, 7.406, -8.391], [25.946, 7.978, -9.725], [26.750, 6.995, -8.347], [22.982, 4.892, -9.269], [16.423, 10.617, -7.381], [15.374, 11.729, -7.758], [14.219, 10.892, -8.458], [12.788, 11.528, -8.490], [12.342, 12.174, -7.155], [13.507, 13.025, -6.470], [14.788, 12.320, -6.564], [15.799, 12.974, -5.771], [13.486, 14.310, -7.356], [13.041, 13.358, -5.015], [16.025, 12.739, -8.768], [16.839, 10.071, -8.227], [16.265, 9.957, -6.528], [17.218, 11.113, -6.825], [14.486, 10.915, -9.514], [14.145, 9.861, -8.112], [11.966, 10.900, -8.834], [12.734, 12.078, -9.430], [12.157, 11.362, -6.453], [11.439, 12.745, -7.373], [13.361, 14.340, -8.439], [12.588, 14.847, -7.053], [14.393, 14.860, -7.107], [12.018, 13.734, -4.978], [13.091, 12.480, -4.371], [13.755, 13.954, -4.446], [16.329, 12.225, -9.680], [16.849, 13.302, -8.330], [15.423, 13.588, -9.092], [15.615, 13.866, -6.074], [20.386, 9.107, -4.909], [20.286, 8.180, -6.085], [21.236, 8.527, -7.028], [20.357, 8.395, -3.694], [19.502, 9.698, -5.144], [21.189, 9.830, -4.768], [19.298, 8.265, -6.537], [20.415, 7.141, -5.781], [22.022, 7.980, -6.955], [19.792, 7.620, -3.698], [21.670, 2.699, -9.808], [22.944, 2.063, -10.415], [22.826, 1.682, -11.788], [21.992, 3.137, -8.521], [20.775, 2.077, -9.819], [21.388, 3.512, -10.477], [23.452, 1.390, -9.724], [23.759, 2.781, -10.498], [22.851, 0.722, -11.797], [21.174, 3.175, -8.019], [14.250, 7.607, -6.278], [12.786, 8.128, -5.838], [12.868, 8.712, -4.555], [14.717, 6.476, -5.540], [14.841, 8.522, -6.238], [14.160, 7.234, -7.299], [12.026, 7.349, -5.790], [12.440, 8.867, -6.561], [13.497, 9.436, -4.555], [14.225, 6.494, -4.715], [18.403, 5.010, -4.046], [18.145, 5.450, -5.488], [17.479, 6.745, -5.410], [19.597, 5.465, -3.373], [18.454, 3.957, -3.771], [17.534, 5.266, -3.440], [17.425, 4.743, -5.901], [19.041, 5.362, -6.102], [16.539, 6.610, -5.552], [19.383, 5.221, -2.470]],
  "homo_ev": -7.35,
  "energy_ev": -156826.3793
}

***

{
  "formula": "C9H10AsF6MgN5S2",
  "method": "ωB97M-V/def2-TZVPD",
  "elements": ["Mg", "C", "C", "N", "N", "C", "N", "S", "C", "C", "C", "C", "C", "N", "H", "H", "H", "H", "H", "H", "H", "H", "H", "H", "F", "As", "F", "F", "F", "F", "F", "S", "C", "N"],
  "coordinates": [[-0.265, -0.423, 0.914], [-1.138, 3.883, 1.030], [-1.170, 2.404, 0.844], [-0.115, 1.687, 0.823], [1.127, 2.234, 0.892], [2.164, 1.464, 0.458], [3.379, 1.982, 0.613], [1.947, -0.031, -0.291], [-2.420, 1.621, 0.600], [-3.673, 2.197, 0.660], [-4.790, 1.421, 0.368], [-4.612, 0.099, 0.020], [-3.318, -0.405, -0.002], [-2.244, 0.322, 0.280], [-0.703, 4.125, 2.003], [-2.117, 4.343, 0.985], [-0.516, 4.334, 0.253], [1.272, 3.101, 1.389], [3.549, 2.856, 1.084], [4.172, 1.436, 0.320], [-3.798, 3.232, 0.936], [-5.780, 1.853, 0.414], [-5.447, -0.543, -0.219], [-3.149, -1.445, -0.254], [0.837, -1.370, 2.354], [0.013, -0.811, 3.883], [-0.954, -0.175, 5.118], [0.594, 0.766, 3.436], [1.388, -1.129, 4.810], [-1.310, -0.493, 2.655], [-0.612, -2.388, 4.049], [-0.694, -3.056, 0.131], [0.894, -3.354, -0.097], [2.029, -3.565, -0.273]],
  "homo_ev": [-12.73, -12.73],
  "energy_ev": -121204.1403,
  "s2": 0.770,
  "total_charge": 1,
  "spin_multiplicity": 2
}

***

{
  "formula": "C9H10AsF6MgN5S2",
  "method": "ωB97M-V/def2-TZVPD",
  "elements": ["Mg", "C", "C", "N", "N", "C", "N", "S", "C", "C", "C", "C", "C", "N", "H", "H", "H", "H", "H", "H", "H", "H", "H", "H", "F", "As", "F", "F", "F", "F", "F", "S", "C", "N"],
  "coordinates": [[0.584, -1.135, -0.135], [-0.472, 2.910, 1.016], [-0.367, 1.593, 0.324], [0.746, 1.044, -0.018], [1.915, 1.679, 0.162], [3.086, 1.099, -0.202], [4.212, 1.775, 0.018], [3.103, -0.399, -0.949], [-1.565, 0.841, -0.054], [-2.798, 1.463, -0.233], [-3.881, 0.707, -0.658], [-3.697, -0.644, -0.893], [-2.431, -1.185, -0.703], [-1.398, -0.467, -0.293], [0.236, 2.944, 1.848], [-1.465, 3.062, 1.426], [-0.247, 3.731, 0.333], [1.940, 2.507, 0.761], [4.225, 2.660, 0.504], [5.093, 1.363, -0.242], [-2.909, 2.525, -0.079], [-4.842, 1.171, -0.810], [-4.508, -1.277, -1.218], [-2.261, -2.238, -0.899], [0.368, -2.079, -1.792], [0.584, -3.807, -1.048], [0.776, -5.259, -0.182], [-0.790, -4.304, -1.950], [-0.507, -3.148, 0.250], [1.727, -4.161, -2.259], [1.839, -2.935, -0.070], [0.760, -1.392, 2.487], [1.285, 0.133, 2.725], [1.657, 1.225, 2.833]],
  "homo_ev": [-12.42, -12.39],
  "energy_ev": -121203.9541,
  "s2": 0.767,
  "total_charge": 1,
  "spin_multiplicity": 2
}